No. 1
Below is C22H29F7MoN6S3SbSi as an isolated structure, with properties calculated with ωB97M-V with the def2-TZVPD basis set.

Geometry as XYZ:
```
70
Properties=species:S:1:pos:R:3:forces:R:3
C 0.1640 -2.7285 -3.6549 0.0 0.0 0.0
H -3.6596 -0.3157 -0.9606 0.0 0.0 0.0
Si -3.7578 -1.0983 1.4223 0.0 0.0 0.0
C 0.3940 -1.5293 4.5060 0.1 0.1 -0.1
H -5.6113 0.1658 2.4964 0.0 0.0 0.0
H 2.9332 5.3561 -0.2772 0.0 0.0 0.0
C -0.2854 -1.0405 3.4242 0.0 -0.1 0.1
H -2.2651 2.9672 -1.8595 0.0 0.0 0.0
H 0.2046 -2.8088 6.2184 0.0 0.0 0.0
H -1.2760 1.9877 3.3683 0.0 0.0 0.0
F 4.7796 -2.2221 -1.7239 0.0 0.0 0.0
H 1.3099 5.6005 -3.4534 0.0 0.0 0.0
S 1.6490 2.6782 0.3615 -0.1 -0.1 0.0
H -2.1538 -3.3832 5.7157 0.0 0.0 0.0
H -4.9791 -3.0668 0.5582 0.0 0.0 0.0
H -0.5817 -3.4068 -3.2486 0.0 0.0 0.0
C -1.9593 2.4470 -0.9611 0.1 0.1 0.0
H -2.9262 4.8982 -0.2094 0.0 0.0 0.0
C -2.5581 4.2942 0.6094 0.0 0.0 0.0
H -5.2799 -0.2585 -0.2696 0.0 0.0 0.0
N 0.9712 2.5729 -2.3194 0.0 0.0 0.0
H -4.1278 1.0142 0.1218 0.0 0.0 0.0
C 1.9476 5.5758 -0.6853 0.0 0.0 0.0
H 1.4295 -1.2560 4.6582 0.0 0.0 0.0
H -4.3916 -0.2692 3.6974 0.0 0.0 0.0
C -2.5795 4.7472 1.9101 0.0 0.0 0.0
F 4.0607 -0.5237 0.2196 -0.1 -0.1 0.0
H 1.9854 6.5128 -1.2327 0.0 0.0 0.0
C 1.3607 3.2423 -1.2316 0.1 0.0 0.1
C -0.8605 -0.5068 -2.3555 0.0 0.0 0.0
H 1.0205 -2.6519 -2.9890 0.0 0.0 0.0
S -0.5521 -1.1022 -3.9654 0.0 0.0 0.0
H -3.2781 -2.4892 3.7526 0.0 0.0 0.0
Mo -0.8366 0.3045 0.6123 0.1 -0.2 0.2
H -2.9651 5.7328 2.1357 0.0 0.0 0.0
C -1.5949 -1.3302 3.0617 0.0 0.1 -0.1
N -1.4387 1.2282 -1.0506 0.0 0.0 -0.2
F 2.5464 -3.6744 -1.2423 0.0 0.0 0.0
C -1.6368 2.6730 2.6111 0.0 0.0 0.0
N -1.2159 0.7598 -2.3325 -0.1 0.0 0.1
C -2.2541 -2.2001 3.9463 0.0 0.0 0.0
C -2.1101 3.9262 2.9351 0.0 0.0 0.0
F 4.2903 -3.1727 0.7562 0.0 0.0 0.0
C -4.2237 -0.0588 -0.0627 0.0 0.0 0.0
H -5.5493 -1.4744 3.1380 0.0 0.0 0.0
S -0.6772 -1.5099 -0.9867 -0.1 -0.1 0.1
C 0.8665 3.4367 -3.3879 0.0 0.1 -0.1
C 1.2265 4.6574 -2.9446 0.0 -0.1 0.0
C -1.6106 -2.7101 5.0648 0.0 0.0 0.0
H -2.1187 4.2470 3.9665 0.0 0.0 0.0
C -2.0534 3.0166 0.3464 0.0 0.0 -0.1
N -1.6020 2.2267 1.3522 0.1 0.0 0.0
Sb 3.3523 -2.1356 -0.5019 0.1 0.1 0.1
H -3.2652 -3.1319 0.1259 0.0 0.0 0.0
F 1.8995 -1.9524 0.7223 0.0 0.0 0.0
H 1.2313 5.6545 0.1324 0.0 0.0 0.0
H -3.7824 -3.5842 1.7501 0.0 0.0 0.0
N -2.1059 -0.7585 1.9085 0.0 -0.1 -0.1
C -0.2916 -2.3885 5.3552 0.0 0.0 0.0
C -4.9341 -0.6284 2.8203 0.0 0.0 0.0
N 1.5377 4.5220 -1.5989 0.0 0.1 0.1
C -3.9657 -2.8896 0.9288 0.0 0.0 0.0
H 0.5396 3.0991 -4.3544 0.0 0.0 0.0
C 1.2155 0.9174 0.2081 0.1 0.1 0.0
H 0.4831 -3.0849 -4.6332 0.0 0.0 0.0
F 2.3809 -1.0902 -1.7825 0.0 0.0 0.0
H 1.6276 0.5793 -0.7431 -0.1 -0.1 0.0
F 0.3641 -0.1695 2.5550 -0.1 0.0 -0.1
H 0.6224 1.6174 -2.3359 0.0 0.0 0.0
H 1.8595 0.4339 0.9444 0.0 0.1 0.0
```
Forces are in eV/Å.

Output
largest force on an atom	0.30	eV Å⁻¹
total energy	-3676.03030	hartree
relative energy (zero: lowest compared OMol25 entry of this formula, charge and spin)	48.58	kJ/mol
2S+1	4
expectation value of S²	3.807
frontier orbital gap (spin up / spin down)	0.2405 / 0.2268	Ha
net charge	0

Mulliken atomic charge list, values in e, 5 entries: atom 1 (C): -0.5318, atom 2 (H): 0.1388, atom 3 (Si): 0.0292, atom 4 (C): -0.9789, atom 5 (H): 0.4356

---

No. 2
Below is C10H22FIN2O2Zr as an isolated structure at a distorted geometry, with properties calculated with ωB97M-V with the def2-TZVPD basis set.

Geometry as XYZ:
```
39
Properties=species:S:1:pos:R:3:forces:R:3
H -2.1075 -1.7129 1.8980 0.0 0.0 0.2
H -2.7048 1.2624 1.2867 0.2 0.1 0.3
N 0.0699 2.6966 0.8578 2.3 -1.1 -0.1
H 3.1845 0.9030 -0.5900 0.3 0.0 0.6
Zr 5.1354 -2.4592 3.5360 0.9 -0.7 1.3
H 0.2011 2.5439 -1.1210 0.4 -0.1 -0.2
F 1.2981 -3.1745 -1.4145 0.4 0.0 0.1
I 3.7732 -1.5844 1.4916 -0.7 0.5 -1.2
H -1.3082 0.2315 1.3976 0.2 -0.2 -0.1
H 1.9199 -0.5158 -1.8848 0.4 0.1 0.3
H 2.4317 0.8025 2.1618 0.5 0.1 -0.4
H -4.0400 -0.2598 0.4548 -0.1 0.3 -0.2
H 1.5308 -0.6462 2.6583 0.0 -0.2 0.1
C -0.0578 1.9117 -0.2722 -2.7 2.0 -0.2
H 1.2853 3.9726 1.5964 -0.3 0.3 0.2
C 2.0512 -0.1620 1.8410 -0.7 0.1 0.4
C -1.4932 1.3978 -0.4529 0.0 -0.8 0.4
H 0.6424 0.5599 -2.4239 0.2 0.2 -0.1
H -1.0066 -0.9853 -2.0011 -0.1 0.1 -0.1
H -2.9217 -0.7446 -0.7963 -0.1 0.1 -0.2
H -3.7090 -2.2636 1.4260 -0.1 -0.1 0.1
H -1.5560 0.9031 -1.4131 0.1 -0.2 -0.1
O 1.1863 -0.1644 0.7676 -0.3 0.2 -0.3
O 0.8616 3.7248 0.7460 0.1 -0.2 -0.3
C -2.0766 0.5841 0.7010 -0.7 0.4 -0.2
C 1.1835 0.7238 -0.2907 2.9 -1.1 0.0
H -0.3841 -3.1006 -2.5380 0.0 -0.3 -0.1
H 0.0842 2.2565 1.7845 -1.0 0.2 0.2
N 2.3703 1.4680 -0.3624 -0.7 0.3 -0.3
H -2.0795 2.3119 -0.5612 0.1 0.3 -0.2
H -0.3132 -1.5597 -0.5157 0.1 0.0 0.2
H 2.3227 2.1630 -1.1025 0.1 0.2 -0.1
C -3.0126 -0.5523 0.2672 0.2 -0.6 0.6
C -0.0699 -1.2529 -1.5264 -0.1 -0.2 -0.4
H -2.3375 -2.6160 0.4078 0.1 -0.2 0.0
C 0.4690 -2.4840 -2.2711 -0.5 0.4 0.2
C -2.7760 -1.8618 1.0550 0.0 0.2 -0.4
H 1.0132 -2.1959 -3.1656 0.2 -0.2 -0.2
C 0.9398 -0.1209 -1.6317 -1.5 0.1 0.0
```
Forces are in eV/Å.

Output
largest force on an atom	3.35	eV Å⁻¹
total energy	-1096.75412	hartree
2S+1	1
frontier orbital gap	0.1473	Ha
net charge	+4

Mulliken atomic charge list, values in e, 5 entries: atom 1 (H): 0.2973, atom 2 (H): 0.4635, atom 3 (N): 0.3501, atom 4 (H): 0.3464, atom 5 (Zr): 1.1957

---

No. 3
Below is one molecule with the formula C4H4F2 at a distorted geometry, with properties calculated with ωB97M-V with the def2-TZVPD basis set.

Geometry as XYZ:
```
10
Properties=species:S:1:pos:R:3:forces:R:3
C 0.3958 -0.0840 0.4858 -1.0 1.0 1.1
C -0.7957 0.6814 0.0319 -1.9 -2.4 -0.4
C -1.7859 -0.4615 0.3154 2.5 1.2 3.1
H -0.8784 1.6502 -0.3881 -0.1 0.3 -1.0
H 1.2811 0.1810 0.0710 2.6 0.8 -1.6
F -1.9686 -0.6308 1.7402 0.0 -0.4 -1.4
H -0.4344 -1.4485 -1.1395 0.5 -0.7 -1.4
H 0.4784 -0.1774 1.5060 0.2 -0.8 2.3
C -0.5062 -0.8585 -0.2874 -2.4 0.4 0.0
F -2.9333 -0.7983 -0.2235 -0.4 0.6 -0.7
```
Forces are in eV/Å.

Output
largest force on an atom	4.14	eV Å⁻¹
total energy	-354.43649	hartree
relative energy (zero: lowest compared OMol25 entry of this formula, charge and spin)	168.27	kJ/mol
2S+1	1
SMILES	FC1(F)[C@@H]2C[C@@H]21
frontier orbital gap	0.4004	Ha
net charge	0

Mulliken atomic charge list, values in e, 5 entries: atom 1 (C): -0.4962, atom 2 (C): -0.6071, atom 3 (C): 1.0886, atom 4 (H): 0.3778, atom 5 (H): 0.2975

---

No. 4
Below is a 11-piece molecular cluster, C19H60N6O19 overall at a distorted geometry, with properties calculated with ωB97M-V with the def2-TZVPD basis set.

Geometry as XYZ:
```
104
Properties=species:S:1:pos:R:3:forces:R:3
C 1.6942 2.8684 -2.3334 1.5 1.6 -0.8
H -3.2243 1.0961 2.6482 0.0 -0.1 -0.1
H 0.9602 -0.5000 -0.9938 0.6 -0.2 -0.3
H 0.1304 -1.7415 5.1922 -0.8 -0.7 0.6
O 3.3875 0.1239 1.5229 -1.1 -0.3 -1.1
H 1.0082 -0.7971 3.7219 0.6 0.5 0.0
H -2.2101 -3.3314 3.5276 0.3 0.1 0.1
H 0.2234 5.7837 2.2975 -0.3 0.1 -0.1
C 3.3352 2.2138 2.8288 -0.3 0.8 -0.9
O 2.5928 5.1496 -1.7149 -0.1 -1.1 -0.3
H -5.1704 2.9800 1.6986 0.3 0.2 0.1
H -5.7219 1.5081 2.4322 -0.3 -0.3 -0.3
H 2.5046 -3.1655 -1.1037 -0.4 -0.4 0.4
H -2.0756 3.1617 -3.1577 0.2 -0.1 0.1
C -3.1413 -4.4512 2.0004 -0.9 1.8 -0.5
H 0.8598 3.6484 0.6246 0.2 -0.2 0.0
H 2.1996 -1.2572 0.9918 -0.1 0.8 -0.2
H -0.8108 -0.3637 1.4405 0.5 -0.3 0.2
H 4.1522 2.0160 0.9527 0.2 -0.6 -0.7
O -1.6747 4.1756 0.1281 0.0 -0.7 -1.2
O 2.0003 2.5543 3.1549 0.8 -0.5 1.6
H 0.3535 3.6856 -1.1382 -0.3 0.2 -0.5
C -3.2208 1.6341 -3.5588 -1.1 -3.8 -2.8
C 3.2978 1.5545 1.4531 1.8 -0.2 1.7
O -1.1289 0.7344 -0.1390 -1.0 -0.7 -0.7
H -2.0534 5.0014 1.9699 -0.2 0.4 -0.2
H -3.1039 -1.1513 2.8562 0.7 -0.2 0.3
O -3.7611 1.8874 2.7474 -0.5 0.8 -0.9
H 2.3869 1.8493 0.9349 0.0 -0.4 0.0
H -3.1844 -2.7972 -2.8102 0.2 0.4 -0.4
H 5.4303 -0.5810 -3.0811 -0.4 0.3 0.1
O -3.4006 0.5057 -4.0510 0.9 0.6 0.8
N 0.3873 -0.0167 3.8794 4.1 0.6 -1.4
C 0.0263 5.2077 1.3938 -0.7 -0.1 0.1
C -1.2960 4.4438 1.4128 0.6 1.8 2.5
H -3.6030 -4.3238 1.0198 1.2 -0.1 -0.7
H -0.9926 -5.6964 -1.2566 0.2 -0.1 0.3
H -2.3759 3.5190 0.1794 -0.5 -0.5 -0.3
C 4.8933 -1.3899 -2.5865 0.3 -0.4 0.6
H 5.5371 -3.2180 -2.1189 -0.4 -0.1 0.3
O 0.7322 2.8189 -1.3167 -0.5 -0.8 0.4
H -5.7324 1.1736 0.0282 0.1 0.4 -0.4
O 5.8697 -2.4091 -2.5268 0.1 0.0 -0.2
H 3.9069 1.6967 3.6015 -0.9 -1.0 0.2
N -0.7850 -1.5344 4.8312 -1.4 -0.9 -0.5
C -2.1621 -2.8610 -2.4368 0.4 -1.0 -0.7
H 2.4923 -5.6985 -3.1698 0.4 -0.3 -0.4
H 3.9687 -0.3117 2.1501 0.4 0.9 0.2
H -2.1020 -2.1782 -1.5881 -0.2 -0.9 0.8
H -0.1235 -1.7773 -0.6469 -0.1 -0.2 0.5
H 3.4291 5.6215 -1.7095 0.0 0.1 0.1
H 3.6752 3.5371 -2.6274 0.3 0.4 0.1
H -1.7139 -1.8758 5.0246 0.6 -0.7 0.7
H 1.5943 -4.3833 -2.0431 -0.4 0.9 0.5
O 3.8157 0.3420 -1.4312 0.0 0.1 0.1
H 1.7351 3.3569 2.6851 -0.1 0.2 -0.4
O 1.0459 4.2406 1.3625 1.2 -0.3 -0.4
O -4.3031 -4.8072 2.7167 -0.1 0.0 1.3
H -0.7297 1.2838 -0.8207 0.5 0.1 0.0
H 0.0929 5.8410 0.5074 -0.1 0.2 0.0
H 0.6847 0.8456 3.4453 -0.5 0.2 -0.2
O -3.4806 -1.9891 2.5646 -0.5 -1.8 -0.5
H -4.2962 0.3041 0.5502 -0.1 -0.2 0.2
C -0.8330 -0.4530 4.0367 -0.1 0.8 2.0
H -1.1700 1.7741 -3.4978 -0.4 -0.5 0.1
C 4.3952 -0.9421 -1.2175 0.3 -0.1 0.2
N 2.4445 -4.0098 -1.6510 -1.8 -0.1 0.0
H 1.3151 3.1550 -3.3167 -0.5 0.3 0.1
C -0.1793 -0.0009 0.6296 -0.9 0.9 0.0
H -2.9291 -4.8101 -2.0922 0.1 -0.4 0.4
H -4.5173 3.1176 -2.8484 0.5 -0.1 0.1
H 3.9999 -1.6538 -3.1562 0.1 -0.2 -0.4
O -3.8084 2.1420 -0.2348 -0.9 -0.7 -0.3
C -1.9316 -4.4180 -2.3004 -0.9 1.9 0.0
H -2.4229 -5.2646 2.1018 0.3 0.2 -0.4
H -1.6256 -4.8161 -3.2694 -0.1 0.3 -0.3
O -1.8179 0.1765 3.7569 -2.4 0.3 -1.1
C -2.5256 -3.1029 2.5084 -0.7 0.5 0.3
C 0.5621 -1.0846 -0.1588 -0.2 1.5 -0.5
N -2.0655 2.1559 -3.2375 2.8 1.8 1.4
O -1.2575 -2.3047 -3.3834 0.0 -0.1 -0.4
C -4.7489 1.2946 0.4835 1.1 0.6 1.2
C -4.8958 1.9372 1.8618 0.0 -0.6 0.7
N -4.2493 2.4679 -3.5724 -2.9 2.1 0.1
H -0.3825 -2.6140 -3.1343 0.1 0.1 0.0
H -1.6782 -2.7343 1.9301 0.2 -0.6 -0.1
C 2.8886 3.7580 -1.9055 -1.1 -1.0 -0.1
H 3.6873 -1.6192 -0.7360 -0.4 -0.1 -0.6
N 3.4091 -5.6474 -2.7552 -0.7 -2.9 -2.2
H -5.0301 2.0802 -4.0800 0.0 -0.1 0.3
H 0.4561 0.8154 0.9789 0.8 -0.7 0.6
H 3.5416 0.6952 -0.5813 0.0 -0.2 0.0
C 3.5075 -4.8104 -1.7642 2.1 3.7 1.3
O -0.9688 -4.7383 -1.3281 0.2 -0.2 0.2
O 1.5359 -1.7968 0.5495 -0.3 -1.1 0.1
H 4.0558 3.0316 2.7419 -0.7 1.0 -0.2
H 3.0705 3.2183 -0.9736 0.9 0.7 0.5
H 5.1911 -0.9695 -0.4701 0.5 0.6 -0.3
H -4.3864 -4.1576 3.4208 -0.4 -0.1 0.2
H 2.1991 1.9177 -2.5085 -0.5 -0.4 0.5
H 4.1648 -6.1454 -3.1967 0.0 0.1 0.5
H -3.2652 1.4922 -0.6921 0.5 0.3 -0.2
O 4.5283 -4.5042 -1.1434 0.6 -0.9 0.1
H -1.0891 3.6112 2.0891 -0.2 -0.7 -0.5
```
Forces are in eV/Å.

Output
largest force on an atom	4.81	eV Å⁻¹
total energy	-2517.90980	hartree
relative energy (zero: lowest compared OMol25 entry of this formula, charge and spin)	279.75	kJ/mol
2S+1	1
SMILES	NC(N)=O.NC(N)=O.NC(N)=O.OCCO.OCCO.OCCO.OCCO.OCCO.OCCO.OCCO.OCCO
frontier orbital gap	0.3496	Ha
net charge	0

Mulliken atomic charge list, values in e, 5 entries: atom 1 (C): -0.9129, atom 2 (H): 0.3305, atom 3 (H): 0.2547, atom 4 (H): 0.1765, atom 5 (O): -0.3464